i.
The following is a quantum chemistry calculation of a molecular structure, C4H4N2S2, from the Open Molecules 2025 dataset.

Properties
- HOMO (eV) = -8.70

Each line ends with the Mulliken charge.
Atoms and positions in Å:
C: 1.449 1.579 -0.290  -0.6488
C: 0.620 0.508 -0.030  0.3331
C: -1.643 -0.009 -0.043  0.0028
C: 0.929 -0.871 0.217  0.1795
H: 2.550 1.595 -0.366  0.2911
H: 0.937 2.638 -0.299  0.2509
H: -2.640 0.351 0.309  0.3312
H: -2.235 -1.937 0.945  0.3622
N: -0.705 0.926 -0.032  -0.4901
N: -1.722 -1.371 -0.107  -0.4219
S: -0.122 -2.064 -0.320  0.0425
S: 2.581 -1.345 0.016  -0.2326



ii.
The following is a quantum chemistry calculation of a single C4H4N2S2 molecule, from the Open Molecules 2025 dataset.

Properties
- HOMO (eV) = -9.05
- SMILES string = S=CSc1ccn[nH]1

Each line ends with the Mulliken charge.
Atoms and positions in Å:
S: -0.667 3.568 -0.276  -0.1958
C: -1.662 2.356 -0.585  -0.1410
S: -1.627 0.583 -0.267  -0.1138
C: -0.158 -0.469 0.116  0.1740
C: 0.633 -0.636 1.225  -0.2275
C: 1.632 -1.583 0.717  -0.3573
N: 1.435 -1.912 -0.558  -0.6375
N: 0.370 -1.144 -0.925  0.2000
H: -2.604 2.613 -0.979  0.3169
H: 0.412 -0.121 2.157  0.3512
H: 2.137 -2.331 1.251  0.3851
H: 0.099 -0.923 -1.875  0.2457



iii.
The following is a quantum chemistry calculation of 2 unconnected molecules or ions with the total composition C4H4N2S2, from the Open Molecules 2025 dataset.

Properties
- HOMO (spin up / spin down) (eV) = -9.37 / -9.31

Each line ends with the Mulliken charge.
Atoms and positions in Å:
C: -0.523 -0.848 -1.294  -0.0029
C: -1.728 -0.167 0.635  0.1751
C: 0.748 -0.434 0.902  -0.5619
C: -0.489 -0.424 0.040  0.3075
N: -0.387 -0.952 -2.453  -0.3851
N: -2.686 0.265 1.121  -0.4008
S: 2.380 -0.049 0.094  -0.1505
S: 0.128 2.400 -0.669  -0.1177
H: 0.486 0.253 1.594  0.4063
H: 0.980 -1.479 1.321  0.3775
H: 2.146 -0.642 -1.224  0.2059
H: -1.055 2.077 -0.067  0.1466



The structure with the most favorable energy is ii; the runner-up is 1.757 eV above it.



i.
The following is a quantum chemistry calculation of a single C3H4BrNO molecule, from the Open Molecules 2025 dataset.

Properties
- HOMO (eV) = -9.08
- SMILES string = CNOC#CBr

Each line ends with the Mulliken charge.
Atoms and positions in Å:
C: 0.693 -0.547 -1.274  -0.6600
N: 1.223 0.043 -0.006  -0.2183
O: 0.434 1.151 0.366  -0.3559
C: -0.757 0.969 0.872  0.4693
C: -1.722 0.667 1.563  -0.2344
Br: -3.299 0.423 2.445  -0.0493
H: 1.305 -1.486 -1.378  0.3054
H: -0.336 -0.676 -1.145  0.2768
H: 0.906 0.012 -2.115  0.2297
H: 1.553 -0.557 0.673  0.2366



ii.
The following is a quantum chemistry calculation of a single C3H4BrNO molecule, from the Open Molecules 2025 dataset.

Properties
- HOMO (eV) = -9.46
- SMILES string = O=CC/C=N/Br

Each line ends with the Mulliken charge.
Atoms and positions in Å:
O: -0.066 -1.846 0.200  -0.4278
C: -0.987 -1.124 -0.044  -0.0272
C: -0.799 0.366 -0.191  -0.4907
C: 0.633 0.681 0.225  0.0274
N: 1.563 0.080 -0.363  -0.3620
Br: 3.335 0.453 0.023  -0.0776
H: -1.962 -1.590 -0.015  0.3978
H: -1.344 1.054 0.397  0.3165
H: -1.219 0.508 -1.256  0.2264
H: 0.849 1.417 1.024  0.4173



iii.
The following is a quantum chemistry calculation of a single C3H4BrNO molecule, from the Open Molecules 2025 dataset.

Properties
- HOMO (eV) = -9.74
- SMILES string = O=CC/C=N/Br

Each line ends with the Mulliken charge.
Atoms and positions in Å:
O: 0.865 0.577 1.693  -0.4297
C: 0.835 -0.494 1.172  0.0563
C: 0.068 -0.829 -0.095  -0.5137
C: -0.697 0.365 -0.563  0.0886
N: -0.040 1.310 -1.073  -0.4382
Br: -0.873 2.858 -1.609  -0.0690
H: 1.388 -1.362 1.579  0.3321
H: -0.589 -1.677 0.101  0.3195
H: 0.815 -1.127 -0.836  0.2454
H: -1.773 0.378 -0.369  0.4087



The structure with the most favorable energy is iii; the runner-up is 0.676 eV above it.



i.
The following is a quantum chemistry calculation of 2 unconnected molecules or ions with the total composition C2H4NO, from the Open Molecules 2025 dataset.

Properties
- HOMO (spin up / spin down) (eV) = -16.80 / -16.58
- charge = +1

Each line ends with the Mulliken charge.
Atoms and positions in Å:
C: -0.668 -0.371 0.221  -0.1518
C: 0.168 -0.250 -0.932  -0.1894
N: 0.676 -0.169 0.347  0.4797
O: 1.631 0.077 1.026  -0.3391
H: -0.893 1.470 1.638  0.1458
H: -1.456 -0.385 0.897  0.5278
H: 0.394 -1.011 -1.690  0.2897
H: 0.147 0.640 -1.505  0.2372



ii.
The following is a quantum chemistry calculation of a molecular structure, C2H4NO, from the Open Molecules 2025 dataset.

Properties
- HOMO (spin up / spin down) (eV) = -16.31 / -16.33
- charge = +1

Each line ends with the Mulliken charge.
Atoms and positions in Å:
C: 0.400 0.453 -0.363  -0.1387
C: -0.510 -0.412 0.208  -0.4473
N: -2.342 -0.403 0.022  0.3960
O: -2.910 0.536 -0.212  0.0388
H: 1.022 0.381 -1.293  0.2859
H: -0.617 -0.241 1.217  0.3381
H: -0.602 -1.438 -0.212  0.2860
H: 0.682 1.241 0.328  0.2412



The structure with the most favorable energy is ii; the runner-up is 4.362 eV above it.



i.
The following is a quantum chemistry calculation of a gas-phase ion, C5H9N2 (charge +1), from the Open Molecules 2025 dataset.

Properties
- HOMO (eV) = -14.62
- charge = +1
- SMILES string = C=C(C)[C@H](C)[N+]#N

Each line ends with the Mulliken charge.
Atoms and positions in Å:
C: -0.982 0.922 1.327  -1.3263
C: -0.209 0.548 0.293  0.7376
C: 0.144 1.476 -0.833  -1.1912
C: 0.634 -0.754 0.214  0.7067
C: 0.247 -1.396 -1.084  -1.3498
N: 0.287 -1.365 1.433  0.4776
N: -0.123 -1.179 2.459  -0.2672
H: -1.454 1.871 1.574  0.3082
H: -1.282 0.327 2.130  0.4054
H: 1.327 1.520 -1.047  0.2990
H: -0.315 2.515 -0.638  0.3609
H: -0.472 1.155 -1.634  0.3641
H: 1.679 -0.589 0.109  0.3114
H: 0.545 -2.552 -1.044  0.3822
H: 0.811 -1.106 -1.902  0.4373
H: -0.838 -1.393 -1.356  0.3442



ii.
The following is a quantum chemistry calculation of a gas-phase ion, C5H9N2 (charge +1), from the Open Molecules 2025 dataset.

Properties
- HOMO (eV) = -14.60
- charge = +1
- SMILES string = C1C[NH+]1C12CN1C2

Each line ends with the Mulliken charge.
Atoms and positions in Å:
C: -0.567 -0.031 -1.882  -0.3141
C: -0.510 1.261 -1.179  -0.3831
N: 0.365 0.215 -0.668  0.0953
C: 0.212 -0.348 0.627  0.0598
C: -0.168 0.254 1.974  -0.3921
N: 1.257 -0.071 1.742  -0.3697
C: 1.107 -1.444 1.374  -0.4207
H: -1.407 -0.667 -1.761  0.2669
H: -0.095 -0.082 -2.828  0.2799
H: -0.015 2.095 -1.914  0.2662
H: -1.398 1.713 -0.689  0.3189
H: 1.370 0.386 -1.012  0.4230
H: -0.572 1.220 2.070  0.3579
H: -0.763 -0.400 2.761  0.2290
H: 0.720 -2.194 1.941  0.3163
H: 1.844 -1.925 0.735  0.2664



The structure with the most favorable energy is i; the runner-up is 1.269 eV above it.



i.
The following is a quantum chemistry calculation of a gas-phase ion, C5H9N2 (charge +1), from the Open Molecules 2025 dataset.

Properties
- HOMO (spin up / spin down) (eV) = -11.26 / -11.26
- charge = +1

Each line ends with the Mulliken charge.
Atoms and positions in Å:
C: 0.613 0.287 1.486  -0.3152
C: 0.496 -1.188 1.483  -0.5864
C: 0.887 -1.773 -0.857  -0.2152
C: -0.850 1.565 -0.028  0.4390
C: -1.632 2.288 -0.965  -1.0450
N: -0.079 0.977 0.626  0.0081
N: 1.322 -1.581 0.340  -0.0284
H: 1.436 0.779 1.969  0.3802
H: 0.907 -1.625 2.391  0.2795
H: -0.527 -1.535 1.326  0.3137
H: -0.167 -1.935 -1.017  0.2815
H: 1.550 -1.750 -1.705  0.2751
H: -2.556 1.741 -1.161  0.3035
H: -1.107 2.462 -1.910  0.2899
H: -1.908 3.252 -0.531  0.3104
H: 2.323 -1.446 0.475  0.3092



ii.
The following is a quantum chemistry calculation of a molecular structure, C5H9N2, from the Open Molecules 2025 dataset.

Properties
- HOMO (eV) = -14.32
- charge = +1

Each line ends with the Mulliken charge.
Atoms and positions in Å:
C: -0.999 1.190 -0.379  -0.1876
C: -1.639 -0.507 0.842  -0.2664
C: 0.170 -0.975 -0.802  -0.3990
C: -0.425 0.299 0.657  0.2224
C: 2.038 0.245 0.315  -0.8650
N: 0.764 -0.439 0.401  -0.0376
N: -1.283 -0.231 -0.556  -0.0982
H: -1.872 1.769 -0.103  0.2664
H: -0.360 1.667 -1.113  0.2129
H: -1.536 -1.533 1.179  0.2394
H: -2.549 -0.016 1.166  0.2619
H: 0.581 -0.630 -1.750  0.3401
H: -0.010 -2.048 -0.783  0.2968
H: 2.251 0.694 1.282  0.3228
H: 2.801 -0.502 0.105  0.3359
H: 2.068 1.017 -0.460  0.3553



The structure with the most favorable energy is i; the runner-up is 1.018 eV above it.



i.
The following is a quantum chemistry calculation of a gas-phase ion, C5H9N2 (charge +1), from the Open Molecules 2025 dataset.

Properties
- HOMO (eV) = -14.47
- charge = +1
- SMILES string = C=NCC=[N+]=CC

Each line ends with the Mulliken charge.
Atoms and positions in Å:
C: -2.197 -1.655 -0.437  -0.2655
N: -1.197 -0.925 -0.157  -0.3387
C: -0.598 -0.330 -1.364  -0.4763
C: -0.001 1.019 -1.088  -0.2103
N: 0.378 1.264 0.077  0.0536
C: 0.627 1.122 1.313  0.1594
C: 1.926 0.451 1.588  -0.9795
H: -2.626 -2.207 0.294  0.3108
H: -2.661 -1.624 -1.404  0.2148
H: -1.223 -0.242 -2.175  0.5333
H: 0.223 -1.023 -1.595  0.2942
H: 0.424 1.672 -1.944  0.3445
H: 0.156 1.742 2.013  0.4034
H: 1.790 -0.558 1.137  0.3222
H: 2.166 0.437 2.713  0.3072
H: 2.814 0.859 1.027  0.3270



ii.
The following is a quantum chemistry calculation of a gas-phase ion, C5H9N2 (charge +1), from the Open Molecules 2025 dataset.

Properties
- HOMO (eV) = -14.38
- charge = +1
- SMILES string = CCc1c[nH]c[nH+]1

Each line ends with the Mulliken charge.
Atoms and positions in Å:
C: -0.764 1.659 -1.247  -1.0258
C: -0.806 1.253 0.230  -0.6268
C: -0.040 0.029 0.608  0.4040
C: 1.217 -0.269 1.035  -0.4904
N: 1.426 -1.630 0.843  -0.0256
C: 0.386 -2.160 0.200  -0.1753
N: -0.465 -1.178 -0.016  -0.0377
H: -1.012 0.850 -1.929  0.3377
H: 0.218 2.023 -1.552  0.3267
H: -1.434 2.506 -1.364  0.3273
H: -1.840 1.166 0.570  0.3303
H: -0.358 2.039 0.841  0.3014
H: 2.054 0.303 1.398  0.4067
H: 2.310 -2.113 0.954  0.2709
H: 0.530 -3.130 -0.250  0.3803
H: -1.422 -1.349 -0.321  0.2964



iii.
The following is a quantum chemistry calculation of a gas-phase ion, C5H9N2 (charge +1), from the Open Molecules 2025 dataset.

Properties
- HOMO (eV) = -14.23
- charge = +1
- SMILES string = CCc1c[nH]c[nH+]1

Each line ends with the Mulliken charge.
Atoms and positions in Å:
C: -0.906 -0.614 -2.098  -1.2741
C: -0.327 -1.118 -0.772  -0.2698
C: 0.060 -0.067 0.198  0.3508
C: -0.428 1.136 0.580  -0.5285
N: 0.310 1.580 1.653  -0.0201
C: 1.276 0.711 1.905  -0.2217
N: 1.185 -0.255 1.014  -0.0600
H: -1.992 -0.583 -2.079  0.3215
H: -0.486 0.343 -2.395  0.3840
H: -0.670 -1.338 -2.878  0.3586
H: 0.533 -1.747 -0.950  0.3244
H: -1.068 -1.750 -0.289  0.2958
H: -1.219 1.683 0.103  0.4186
H: 0.035 2.345 2.254  0.2504
H: 1.997 0.799 2.698  0.4090
H: 1.702 -1.123 1.055  0.2611



The structure with the most favorable energy is iii; the runner-up is 0.254 eV above it.